[1]
The following is a quantum chemistry calculation of C35H58BaN11S4 as an isolated structure, from the Open Molecules 2025 dataset.

Computed properties:
ΔE to the lowest compared entry with this formula, charge and spin, eV: 0.000
F_max, eV/Å: 0.69
Electronic energy, a.u.: -3588.37638
Multiplicity: 1
Net charge: +3
Frontier orbital gap, eV: 8.410

```
109
Properties=species:S:1:pos:R:3:forces:R:3:lowdin_charge:R:1
Ba -0.3884 -0.8587 -0.2814 0.3 0.5 0.4 1.56
C -3.1750 -0.4054 -3.2462 0.0 0.0 0.0 -0.15
C -1.7769 -0.3502 -3.8489 0.0 0.0 0.0 -0.19
N -0.6974 -1.0161 -3.0777 0.0 -0.1 -0.1 -0.18
C -0.5192 -2.4425 -3.4230 0.0 0.0 0.0 -0.20
C -1.2221 -3.4201 -2.4948 0.0 0.0 0.0 -0.21
N -0.6026 -3.4514 -1.1537 0.1 -0.2 -0.1 -0.21
C -1.1676 -4.5310 -0.3118 0.0 0.0 0.0 -0.20
C -2.5265 -4.2223 0.3113 0.0 0.0 0.0 -0.15
C -2.5135 -3.3922 1.5932 0.0 0.0 0.0 -0.20
N -2.4585 -1.9183 1.4310 0.0 -0.1 0.0 -0.16
C -3.7763 -1.2959 1.1899 0.0 0.0 0.0 -0.20
C -4.0269 -0.9337 -0.2607 0.0 0.0 0.0 -0.22
N -3.0606 0.0617 -0.7533 0.0 0.0 -0.1 -0.18
C -3.4404 0.5629 -2.0962 0.0 0.0 0.0 -0.20
H -3.4487 -1.4274 -2.9740 0.0 0.0 0.0 0.10
H -3.8652 -0.1395 -4.0497 0.0 0.0 0.0 0.13
H -1.4941 0.6986 -3.9621 0.0 0.0 0.0 0.11
H -1.8092 -0.7750 -4.8573 0.0 0.0 0.0 0.13
H 0.1580 -0.5366 -3.3413 0.0 0.0 0.0 0.05
H 0.5528 -2.6687 -3.4115 0.0 0.0 0.0 0.12
H -0.8593 -2.6359 -4.4450 0.0 0.0 0.0 0.13
H -1.1805 -4.4131 -2.9566 0.0 0.0 0.0 0.14
H -2.2771 -3.1617 -2.3918 0.0 0.0 0.0 0.10
H 0.3798 -3.6840 -1.3040 -0.1 -0.1 0.0 0.10
H -0.4503 -4.7373 0.4866 0.0 0.0 0.0 0.10
H -1.2517 -5.4464 -0.9070 0.0 0.0 0.0 0.13
H -2.9758 -5.1840 0.5674 0.0 0.0 0.0 0.13
H -3.2035 -3.7904 -0.4297 0.0 0.0 0.0 0.10
H -1.6459 -3.6800 2.1928 0.0 0.0 0.0 0.11
H -3.3991 -3.6523 2.1824 0.0 0.0 0.0 0.12
H -2.1195 -1.5755 2.3228 0.0 0.0 0.0 0.07
H -3.8413 -0.3828 1.7922 0.0 0.0 0.0 0.12
H -4.5854 -1.9454 1.5384 0.0 0.0 0.0 0.13
H -5.0548 -0.5634 -0.3595 0.0 0.0 0.0 0.14
H -3.9595 -1.8257 -0.8852 0.0 0.0 0.0 0.10
H -3.1189 0.8675 -0.1327 0.0 0.0 0.0 0.09
H -2.8894 1.4886 -2.2713 0.0 0.0 0.0 0.10
H -4.5055 0.8213 -2.0936 0.0 0.0 0.0 0.13
C 3.7930 -1.1238 -1.8381 0.0 0.0 -0.1 -0.51
C 3.7180 0.3691 -2.1365 0.1 0.0 0.0 -0.48
S 2.0393 1.0451 -2.0479 -0.1 0.0 0.0 0.81
C 2.2362 2.5164 -1.0120 0.0 0.1 0.0 -0.51
C 2.8083 2.2950 0.3822 0.0 0.0 0.0 -0.49
S 1.8739 1.1030 1.3842 -0.1 0.0 0.0 0.77
C 3.1656 -0.0131 1.9888 0.0 -0.1 0.0 -0.51
C 3.9675 -0.7776 0.9404 0.0 0.1 0.0 -0.47
S 3.0017 -1.6813 -0.3105 -0.1 0.0 0.1 0.79
H 4.8379 -1.4360 -1.8279 0.0 0.0 0.0 0.10
H 3.3114 -1.7014 -2.6296 0.0 0.0 0.0 0.08
H 4.1096 0.5436 -3.1385 0.0 0.0 0.0 0.09
H 4.3512 0.9364 -1.4565 0.0 0.0 0.0 0.07
H 1.2306 2.9379 -0.9496 0.0 0.0 0.0 0.05
H 2.8516 3.2470 -1.5393 0.0 0.0 0.0 0.10
H 2.8322 3.2528 0.9019 0.0 0.0 0.0 0.09
H 3.8402 1.9499 0.3363 0.0 0.0 0.0 0.07
H 2.6283 -0.6996 2.6402 0.0 0.0 0.0 0.04
H 3.8566 0.5500 2.6175 0.0 0.0 0.0 0.10
H 4.6126 -1.4868 1.4596 0.0 0.0 0.0 0.09
H 4.6321 -0.1058 0.3986 0.0 0.0 0.0 0.07
N -1.4732 5.4616 3.4728 -0.1 -0.1 -0.2 0.18
C -1.7354 4.6254 4.6977 0.0 0.0 -0.1 -0.14
C -0.8310 3.4042 4.7351 -0.1 0.0 0.0 -0.23
N -1.0268 2.5318 3.5654 0.1 0.2 -0.1 0.01
H -1.9517 6.3616 3.5362 0.0 0.0 0.0 0.17
H -1.8286 4.9708 2.6100 0.1 0.1 0.1 0.10
H -0.4784 5.6583 3.3553 0.0 0.0 0.0 0.17
H -2.7844 4.3390 4.6412 0.0 0.0 0.1 0.13
H -1.5924 5.2626 5.5682 0.0 0.0 0.0 0.14
H -1.0460 2.8927 5.6742 0.0 0.0 0.0 0.13
H 0.2136 3.7166 4.8004 0.0 0.0 0.0 0.13
H -0.1351 2.3233 3.1278 0.0 -0.1 0.0 0.03
H -1.4378 1.6462 3.8300 0.0 0.0 0.1 0.07
N -2.7289 3.9219 1.2600 0.0 -0.1 0.2 0.04
C -2.4630 4.0662 -0.1094 0.0 0.0 -0.1 -0.70
N -1.5914 3.3641 -0.7512 -0.1 0.0 0.1 0.10
C -1.5332 3.8058 -2.0804 0.0 0.0 0.0 -0.33
C -0.7197 3.2735 -3.0778 0.0 0.0 0.0 -0.05
C -0.7840 3.8033 -4.3527 0.0 0.0 0.0 -0.06
C -1.6555 4.8535 -4.6533 0.0 0.0 0.0 -0.05
C -2.4787 5.3885 -3.6813 0.0 0.0 0.0 -0.06
C -2.4033 4.8535 -2.4009 0.0 0.0 0.0 -0.46
S -3.3002 5.3107 -0.9831 0.0 0.0 0.0 1.13
H -2.2799 3.1047 1.6672 0.0 0.0 -0.1 0.06
H -3.7219 3.9286 1.4678 0.0 0.0 0.0 0.10
H -0.0448 2.4577 -2.8577 0.0 0.0 0.0 0.05
H -0.1493 3.4021 -5.1321 0.0 0.0 0.0 0.12
H -1.6855 5.2544 -5.6571 0.0 0.0 0.0 0.12
H -3.1561 6.1990 -3.9139 0.0 0.0 0.0 0.12
N 4.2384 -9.5348 5.1864 0.0 0.0 0.0 0.20
C 3.7244 -8.5470 4.9082 0.0 0.0 0.0 -0.16
C 3.0860 -7.3070 4.5589 0.0 0.0 0.0 -0.20
C 3.1936 -6.2066 5.4059 0.0 0.0 0.0 0.01
C 2.5909 -5.0091 5.0619 0.0 0.0 0.0 0.01
C 1.8725 -4.9278 3.8793 0.0 0.0 0.0 -0.19
C 1.7459 -6.0206 3.0355 0.0 0.0 0.0 0.00
C 2.3627 -7.2125 3.3727 0.0 0.0 0.0 0.00
N 1.2508 -3.6876 3.5189 0.0 0.0 0.0 0.00
C 0.6124 -2.8138 4.3627 0.0 0.0 0.0 -0.02
C 0.1989 -1.7773 3.5806 0.0 0.0 0.0 -0.16
N 0.5690 -1.9917 2.2713 0.0 -0.1 -0.1 -0.06
C 1.2003 -3.1502 2.2788 0.1 0.0 0.1 -0.19
H 3.7582 -6.2893 6.3241 0.0 0.0 0.0 0.14
H 2.6996 -4.1446 5.7036 0.0 0.0 0.0 0.12
H 1.1496 -5.9575 2.1341 0.0 0.0 0.0 0.11
H 2.2734 -8.0769 2.7296 0.0 0.0 0.0 0.13
H 0.4952 -3.0182 5.4128 0.0 0.0 0.0 0.14
H -0.3254 -0.8885 3.8943 0.0 0.0 0.0 0.10
H 1.6794 -3.6223 1.4346 0.0 0.0 0.0 0.11
```
Positions in Å, forces in eV/Å.



[2]
The following is a quantum chemistry calculation of C35H58N3OP2Sn as an isolated structure at a distorted geometry, from the Open Molecules 2025 dataset.

Computed properties:
ΔE to the lowest compared entry with this formula, charge and spin, eV: 5.450
F_max, eV/Å: 5.01
Electronic energy, a.u.: -2504.53783
Multiplicity: 1
Net charge: +1
Frontier orbital gap (spin up / spin down), eV: 4.462 / 6.546

```
100
Properties=species:S:1:pos:R:3:forces:R:3:lowdin_charge:R:1
C -2.4279 1.0000 -1.7566 -0.9 -0.1 -0.4 -0.36
C -2.8545 -1.2064 -0.9029 0.4 0.3 0.0 -0.35
C -3.6290 1.0307 -2.4579 0.7 0.0 0.5 -0.05
C -4.1247 -1.1731 -1.5846 -0.2 0.4 -0.2 -0.03
C -4.4967 -0.0881 -2.3461 0.2 -0.5 0.4 -0.06
H -3.8919 1.9032 -3.0616 0.1 -0.3 0.2 0.11
H -4.7772 -2.0466 -1.4924 0.3 0.4 0.0 0.12
H -5.4603 -0.0876 -2.8682 0.4 0.0 0.2 0.12
N -2.0435 -0.0597 -0.9867 -0.8 -0.4 -0.6 -0.04
P -0.6360 2.4204 -0.1641 -0.6 2.9 -0.9 1.10
P -0.7064 -2.3999 0.2806 -0.6 -3.2 -0.5 1.05
C -1.4709 2.1707 -1.8234 0.4 -0.2 0.1 -0.24
H -0.6567 1.9219 -2.5257 -0.3 0.1 0.2 0.08
H -1.9776 3.0735 -2.2044 0.2 -0.4 0.3 0.10
C -2.4141 -2.3343 -0.1987 0.3 0.6 -0.2 -0.25
H -3.0425 -3.2310 -0.2266 0.4 0.4 0.1 0.08
C 0.1904 -3.3897 -1.1264 0.0 0.4 0.0 -0.63
C -0.5955 -3.4642 1.8739 0.0 0.2 0.1 -0.64
C 0.8880 3.5799 -0.5028 0.0 -0.2 0.0 -0.62
C -1.9699 3.3574 0.8452 -0.1 0.0 0.0 -0.64
C 1.7167 -3.2088 -1.0153 0.1 -0.1 0.1 -0.10
H 2.1345 -3.7739 -0.1690 -0.1 0.1 -0.4 0.06
H 2.2040 -3.5855 -1.9349 -0.2 0.2 0.3 0.09
H 1.9906 -2.1517 -0.8760 0.0 -0.3 -0.2 0.04
C -0.1495 -4.8905 -1.1756 -0.1 -0.1 0.1 -0.09
H 0.2758 -5.4515 -0.3279 -0.2 0.2 -0.4 0.07
H -1.2405 -5.0554 -1.2009 0.4 0.1 0.0 0.09
H 0.2740 -5.3240 -2.1027 -0.2 0.3 0.4 0.10
C -0.3401 -2.7707 -2.4394 -0.1 0.0 -0.2 -0.11
H 0.2576 -3.1530 -3.2898 -0.3 0.2 0.4 0.09
H -1.3924 -3.0527 -2.6028 0.4 0.0 0.1 0.09
H -0.2935 -1.6719 -2.4372 0.1 -0.4 -0.1 0.05
C 0.8527 -3.9274 2.1223 0.0 -0.2 -0.1 -0.08
H 1.5552 -3.0763 2.0976 -0.3 -0.4 0.0 0.05
H 0.9146 -4.3862 3.1270 0.0 0.2 -0.4 0.10
H 1.1864 -4.6846 1.3948 -0.1 0.3 0.3 0.07
C -1.0265 -2.6024 3.0719 -0.1 0.0 0.1 -0.10
H -0.3243 -1.7736 3.2493 -0.3 -0.4 0.0 0.05
H -2.0373 -2.1905 2.9298 0.4 -0.2 0.1 0.08
H -1.0380 -3.2391 3.9769 0.0 0.3 -0.4 0.11
C -1.5597 -4.6679 1.8129 -0.1 -0.1 -0.1 -0.08
H -1.3406 -5.3629 0.9907 -0.1 0.3 0.4 0.06
H -1.4802 -5.2330 2.7611 0.0 0.3 -0.4 0.10
H -2.6031 -4.3250 1.7145 0.4 -0.1 0.1 0.08
C -1.4412 3.5412 2.2829 0.0 0.1 0.1 -0.08
H -2.2164 4.0422 2.8922 0.3 -0.2 -0.2 0.11
H -1.2091 2.5778 2.7584 -0.2 0.4 -0.2 0.04
H -0.5354 4.1702 2.3118 -0.4 -0.2 0.0 0.07
C -3.2459 2.4800 0.8469 -0.1 0.0 0.0 -0.08
H -3.7723 2.5460 -0.1187 0.2 0.0 0.4 0.09
H -3.0496 1.4198 1.0490 -0.2 0.4 0.0 0.05
H -3.9230 2.8589 1.6343 0.3 -0.2 -0.3 0.11
C -2.3890 4.7220 0.2524 0.0 0.1 0.0 -0.08
H -3.3510 5.0142 0.7123 0.4 -0.1 -0.2 0.10
H -1.6707 5.5247 0.4626 -0.3 -0.3 -0.1 0.06
H -2.5540 4.6698 -0.8382 0.0 0.0 0.4 0.08
C 1.2477 3.5359 -2.0002 0.0 -0.2 0.0 -0.11
H 0.4711 4.0066 -2.6263 0.3 -0.1 0.3 0.10
H 2.1900 4.0943 -2.1573 -0.4 -0.2 0.1 0.11
H 1.4021 2.5065 -2.3513 -0.1 0.5 0.3 0.02
C 2.0566 2.9996 0.3199 0.1 0.0 -0.1 -0.11
H 2.2989 1.9733 0.0043 0.0 0.4 -0.2 0.06
H 2.9520 3.6349 0.1814 -0.4 -0.3 0.1 0.11
H 1.8197 2.9649 1.3964 0.1 0.3 -0.2 0.08
C 0.7163 5.0648 -0.1305 -0.1 0.1 0.2 -0.09
H -0.0277 5.5692 -0.7655 0.3 -0.2 0.2 0.08
H 0.4442 5.2122 0.9258 0.1 0.0 -0.4 0.07
H 1.6874 5.5695 -0.2933 -0.4 -0.3 0.0 0.10
Sn -0.2600 0.0311 0.3327 0.4 -0.9 -4.4 0.80
C -1.3146 0.1613 1.9369 -2.9 0.6 4.0 -0.41
O -1.9233 0.3093 2.9305 -0.3 0.0 0.3 0.04
N 0.9728 0.0403 -1.3920 -1.6 -0.3 2.7 -0.02
C 1.6964 0.0204 -2.3144 2.3 0.0 -2.3 -0.17
C 2.5970 0.0045 -3.4833 -0.3 0.2 0.1 -0.58
C 2.0878 -1.0354 -4.5132 0.2 0.0 -0.2 -0.04
C 2.5904 1.4194 -4.1190 0.5 -0.1 -0.4 -0.06
C 4.0231 -0.3826 -3.0129 -0.1 0.0 0.0 -0.03
H 2.0868 -2.0492 -4.0834 0.0 0.4 -0.1 0.07
H 1.0667 -0.7945 -4.8466 0.3 -0.1 0.1 0.09
H 2.7602 -1.0230 -5.3884 -0.3 0.0 0.2 0.09
H 2.9615 2.1780 -3.4109 0.0 -0.4 -0.4 0.07
H 3.2480 1.4176 -5.0050 -0.3 0.1 0.2 0.10
H 1.5727 1.7010 -4.4359 0.4 -0.1 0.1 0.09
H 4.6936 -0.4075 -3.8891 -0.3 0.0 0.4 0.10
H 4.4186 0.3463 -2.2885 -0.1 -0.2 -0.2 0.09
H 4.0224 -1.3798 -2.5427 0.0 0.3 -0.2 0.08
N 1.4403 0.1079 1.6355 1.2 -1.8 1.2 0.00
C 1.4826 -0.1028 3.0682 0.6 -1.0 2.3 -0.27
C 2.2829 -1.1158 3.6407 -0.5 0.5 0.2 -0.04
C 2.3147 -1.3131 5.0313 -0.4 0.5 -0.5 -0.05
C 1.5760 -0.4865 5.8794 0.1 -0.1 -0.3 -0.06
C 0.8320 0.5561 5.3426 0.3 -0.3 -0.4 -0.04
C 0.8046 0.7483 3.9625 0.7 -0.8 -0.2 -0.04
H 2.1476 -0.4520 1.1384 0.2 0.8 0.4 0.13
H 1.5342 1.0798 1.6052 1.1 1.8 -1.0 0.02
H 2.8914 -1.7541 3.0218 0.1 -0.1 -0.2 0.10
H 2.9173 -2.1043 5.4562 0.1 0.0 -0.1 0.11
H 1.5968 -0.6349 6.9520 0.0 -0.1 -0.1 0.11
H 0.2792 1.2246 5.9926 0.0 0.0 -0.1 0.12
H 0.2639 1.5730 3.5977 -0.6 0.8 -0.5 0.07
```
Positions in Å, forces in eV/Å.